[1]
{
  "formula": "C3H12NO4",
  "method": "ωB97M-V with the def2-TZVPD basis set",
  "species": ["C", "C", "O", "N", "C", "O", "H", "H", "H", "H", "H", "H", "H", "H", "H", "H", "O", "H", "H", "O"],
  "positions_angstrom": [[0.939246, -0.505015, 0.292669], [2.199662, -0.836116, -0.442810], [3.398865, 0.168399, 0.170051], [0.528488, 0.856832, 0.020912], [-0.542332, 1.324689, 0.945533], [-1.724019, 0.766839, 0.721513], [0.165040, -1.197532, -0.039687], [1.104094, -0.697904, 1.369856], [2.263014, -0.332948, -1.397835], [2.344343, -1.911292, -0.623688], [3.385233, -0.822453, 0.187049], [1.377803, 1.405533, 0.123870], [-0.481585, 2.435304, 0.790984], [-0.163660, 1.235882, 2.001779], [-1.864228, -0.842103, 0.458107], [-3.020820, -1.664203, -0.083955], [-2.219749, -1.787184, 0.435551], [-1.266598, 0.637621, -2.326054], [-1.895837, 0.311255, -0.950266], [-2.007331, 0.177207, -1.927037]],
  "atomic_forces_ev_per_a": [[-0.1, -0.3, 0.0], [-2.2, 3.0, -1.9], [-1.3, -2.2, -0.4], [0.5, -0.5, 0.0], [0.9, 1.1, 0.0], [-0.1, -0.4, -0.2], [-0.1, -0.1, 0.0], [-0.1, 0.0, 0.0], [-0.7, -0.4, -0.5], [0.9, 0.1, 0.8], [3.4, -0.3, 1.9], [-0.2, 0.3, 0.2], [-0.4, -0.1, -0.1], [-0.1, -0.5, 0.0], [-0.3, -0.2, 0.7], [0.1, -0.1, 0.0], [0.1, 0.1, -0.2], [0.1, 0.1, 0.2], [0.1, 0.6, -0.1], [-0.3, -0.3, -0.3]],
  "homo_ha": -0.14233,
  "total_charge": -1,
  "total_energy_ev": -12983.6736,
  "multiplicity": 1,
  "e_above_lowest_ev": 3.223,
  "lumo_ev": 3.517
}

[2]
{
  "formula": "C36H67N4O4S3SbSeSiTi",
  "method": "ωB97M-V with the def2-TZVPD basis set",
  "species": ["Ti", "C", "C", "C", "C", "O", "Si", "S", "O", "C", "C", "C", "C", "O", "C", "C", "C", "C", "H", "H", "H", "H", "H", "H", "H", "H", "H", "H", "H", "H", "H", "H", "H", "H", "H", "H", "H", "H", "H", "H", "H", "H", "H", "H", "H", "N", "C", "N", "C", "C", "S", "C", "C", "S", "C", "N", "N", "H", "H", "H", "H", "H", "H", "C", "C", "C", "Sb", "C", "C", "C", "C", "C", "C", "H", "H", "H", "H", "H", "H", "H", "H", "H", "H", "H", "H", "H", "H", "H", "H", "H", "H", "H", "H", "H", "C", "C", "C", "C", "C", "C", "Se", "C", "C", "C", "H", "H", "H", "H", "H", "H", "H", "H", "H", "H", "H", "O", "H", "H"],
  "positions_angstrom": [[-0.239952, 1.046038, -0.423256], [-1.508709, -0.825912, 4.229396], [-1.704494, -1.882892, 3.148042], [-3.046403, -2.576040, 3.348147], [-0.561213, -2.886358, 3.175921], [-1.670151, -1.188108, 1.854813], [-2.269770, -1.812307, 0.443275], [-1.235298, -0.927349, -1.186682], [-3.835684, -1.364887, 0.436330], [-5.019778, -1.878295, -0.219259], [-4.777106, -1.982295, -1.719288], [-6.116821, -0.868579, 0.080889], [-5.368995, -3.238073, 0.370228], [-2.109596, -3.420220, 0.380209], [-1.317272, -4.426718, -0.298823], [-1.654181, -5.733337, 0.403524], [0.170578, -4.118664, -0.174912], [-1.737589, -4.489278, -1.760312], [-1.184261, -1.297917, 5.156576], [-2.441418, -0.299101, 4.440734], [-0.749166, -0.102412, 3.931941], [-3.085922, -2.998391, 4.353742], [-3.188609, -3.386910, 2.633959], [-3.864102, -1.862236, 3.240639], [-0.465968, -3.322289, 4.171279], [0.378670, -2.395933, 2.915711], [-0.744610, -3.688963, 2.465194], [-4.609904, -0.998239, -2.162501], [-5.645128, -2.426391, -2.208013], [-3.910404, -2.608383, -1.933669], [-5.825461, 0.124959, -0.261233], [-6.304091, -0.823692, 1.154267], [-7.042557, -1.155476, -0.419544], [-4.568295, -3.956014, 0.195003], [-6.284378, -3.617051, -0.086078], [-5.532221, -3.152343, 1.445151], [-1.374929, -5.686783, 1.457023], [-1.115394, -6.561155, -0.058764], [-2.723850, -5.934860, 0.336509], [0.497209, -4.161051, 0.864083], [0.405795, -3.133431, -0.577718], [0.740604, -4.860652, -0.736072], [-2.798203, -4.731877, -1.841333], [-1.171046, -5.266024, -2.275351], [-1.547887, -3.540106, -2.262950], [-2.187343, 1.751593, 2.518937], [-1.917799, 2.776830, 1.710069], [-1.224173, 2.666587, 0.596504], [-1.160369, 3.887151, -0.074523], [-1.714065, 4.927198, 0.572465], [-2.413258, 4.394634, 2.062394], [-0.699138, 3.796792, -1.456595], [-0.478175, 4.761204, -2.368167], [-0.277431, 4.056130, -3.934705], [-0.464214, 2.482314, -3.251104], [-0.631844, 2.493311, -1.943446], [-0.521599, 1.368327, -3.997508], [-1.985643, 0.797071, 2.227397], [-2.814870, 1.875765, 3.292934], [-1.821593, 5.945208, 0.239941], [-0.471428, 5.829247, -2.233027], [-0.042644, 1.361448, -4.885997], [-0.500983, 0.492036, -3.492432], [1.985326, -0.272103, 4.756083], [2.065763, 1.100054, 4.088607], [3.359157, 1.798247, 4.500726], [1.917492, 0.924959, 1.923674], [2.220319, 3.042896, 1.434220], [3.644964, 3.531675, 1.215382], [1.451035, 3.911986, 2.426366], [3.726021, -0.267303, 1.715686], [4.914525, 0.368127, 1.008649], [3.374480, -1.632307, 1.125455], [1.956082, -0.158332, 5.842979], [2.865137, -0.876697, 4.525835], [1.105889, -0.841800, 4.457457], [1.204659, 1.699431, 4.394820], [4.236155, 1.264486, 4.126739], [3.438056, 1.813622, 5.591613], [3.423905, 2.826070, 4.151829], [1.710408, 3.115451, 0.468141], [4.258984, 3.433950, 2.111997], [3.632843, 4.591470, 0.941265], [4.132763, 2.984962, 0.408773], [1.937677, 3.963003, 3.399521], [0.431996, 3.553634, 2.590443], [1.382139, 4.935609, 2.046401], [3.993826, -0.412627, 2.764391], [4.677527, 0.626147, -0.023633], [5.741232, -0.348097, 0.988811], [5.266208, 1.264648, 1.518110], [3.188549, -1.559680, 0.053474], [2.486271, -2.072175, 1.587122], [4.205914, -2.325306, 1.279436], [3.271607, 1.543728, -7.371565], [2.950213, 1.371947, -5.912606], [3.140036, 2.402865, -5.005014], [2.870639, 2.253563, -3.644699], [3.151279, 3.422621, -2.736558], [2.380412, 1.025089, -3.191688], [2.047053, 0.759110, -1.312597], [2.199754, -0.044642, -4.080930], [1.717103, -1.403508, -3.643401], [2.481865, 0.154639, -5.426647], [3.450803, 2.589314, -7.617499], [2.460267, 1.177517, -8.001617], [4.167670, 0.979680, -7.636226], [3.515192, 3.357827, -5.358622], [2.919379, 4.361118, -3.240172], [4.210972, 3.448653, -2.470466], [2.581914, 3.372678, -1.809966], [1.132118, -1.362372, -2.725596], [2.567437, -2.063697, -3.455435], [1.113372, -1.865866, -4.425343], [2.334475, -0.670187, -6.116707], [-3.590433, 1.578255, -1.014538], [-3.558170, 0.613567, -0.951966], [-3.965690, 1.767289, -1.880424]],
  "atomic_forces_ev_per_a": [[0.2, -0.6, -0.2], [0.0, 0.1, -0.1], [0.0, 0.0, 0.0], [0.0, 0.0, 0.0], [0.0, 0.0, 0.0], [0.0, 0.0, 0.0], [0.0, 0.0, 0.1], [0.0, 0.3, 0.1], [0.0, 0.0, 0.0], [0.0, 0.0, 0.0], [0.0, 0.0, 0.0], [0.0, 0.0, 0.0], [0.0, 0.0, 0.0], [0.0, 0.0, -0.1], [0.0, 0.0, 0.0], [0.0, 0.0, 0.0], [0.0, 0.0, 0.0], [0.0, 0.0, 0.0], [0.0, 0.0, 0.0], [0.0, 0.0, 0.0], [0.0, 0.0, 0.0], [0.0, 0.0, 0.0], [0.0, 0.0, 0.0], [0.0, 0.0, 0.0], [0.0, 0.0, 0.0], [0.0, 0.0, 0.0], [0.0, 0.0, 0.0], [0.0, 0.0, 0.0], [0.0, 0.0, 0.0], [0.0, 0.0, 0.0], [0.0, 0.0, 0.0], [0.0, 0.0, 0.0], [0.0, 0.0, 0.0], [0.0, 0.0, 0.0], [0.0, 0.0, 0.0], [0.0, 0.0, 0.0], [0.0, 0.0, 0.0], [0.0, 0.0, 0.0], [0.0, 0.0, 0.0], [0.0, 0.0, 0.0], [0.0, 0.0, 0.0], [0.0, 0.0, 0.0], [0.0, 0.0, 0.0], [0.0, 0.0, 0.0], [0.0, 0.0, 0.0], [0.1, -0.1, 0.1], [0.1, 0.0, 0.0], [0.0, 0.1, -0.1], [-0.1, 0.0, 0.0], [0.0, 0.0, 0.0], [0.0, 0.0, 0.0], [-0.1, 0.0, 0.0], [0.0, 0.0, 0.0], [0.0, 0.0, 0.0], [0.0, 0.0, 0.0], [0.0, 0.1, -0.1], [0.0, 0.0, 0.0], [0.0, 0.0, 0.0], [0.0, 0.0, 0.0], [0.0, 0.0, 0.0], [0.0, 0.0, 0.0], [0.0, 0.0, 0.0], [0.0, 0.0, 0.0], [0.0, 0.0, 0.0], [-0.1, -0.1, 0.0], [0.0, 0.0, 0.0], [-0.2, 0.4, -0.1], [0.0, 0.0, 0.0], [0.0, 0.0, 0.0], [0.0, 0.0, 0.0], [0.0, -0.1, 0.0], [0.0, 0.0, 0.0], [0.0, 0.0, 0.0], [0.0, 0.0, 0.0], [0.0, 0.0, 0.0], [0.1, 0.0, 0.0], [0.0, 0.0, 0.0], [0.0, 0.0, 0.0], [0.0, 0.0, 0.0], [0.0, 0.0, 0.0], [0.0, 0.0, 0.0], [0.0, 0.0, 0.0], [0.0, 0.0, 0.0], [0.0, 0.0, 0.0], [0.0, 0.0, 0.0], [0.0, 0.0, 0.0], [0.0, 0.0, 0.0], [0.0, 0.0, 0.0], [0.0, 0.0, 0.0], [0.0, 0.0, 0.0], [0.0, 0.0, 0.0], [0.0, 0.0, 0.0], [0.0, 0.0, 0.0], [0.0, 0.0, 0.0], [0.0, 0.0, 0.0], [0.0, 0.0, 0.0], [-0.1, 0.0, 0.0], [0.0, 0.0, 0.0], [0.0, 0.0, 0.0], [0.0, 0.1, 0.0], [0.3, -0.1, 0.1], [0.0, 0.0, 0.0], [0.0, 0.0, 0.0], [0.0, 0.0, 0.0], [0.0, 0.0, 0.0], [0.0, 0.0, 0.0], [0.0, 0.0, 0.0], [0.0, 0.0, 0.0], [0.0, 0.0, 0.0], [0.0, 0.0, 0.0], [0.0, 0.0, 0.0], [0.0, 0.0, 0.0], [0.0, 0.0, 0.0], [0.0, 0.0, 0.0], [0.0, 0.0, 0.0], [0.0, 0.1, 0.1], [0.0, 0.0, 0.0], [0.0, 0.0, 0.0]],
  "homo_ha": [-0.37814, -0.37747],
  "total_charge": 1,
  "total_energy_ev": -187956.4340,
  "multiplicity": 2,
  "e_above_lowest_ev": 0.914,
  "lumo_ev": [-2.609, -2.292]
}